This record from the Open Molecules 2025 dataset describes C27H60F3N3O4S as an isolated structure. The level of theory is wB97M-V/def2-TZVPD.

Summary:
- Net charge: +2
- HOMO: -13.93 eV
- Maximum force: 0.3653 Eh/bohr
- 2S+1: 1
- E: -60586.9365 eV

Each line ends with the Mulliken charge.
Cartesian coordinates (Å):
C: 11.77327 -25.57064 -11.78603  -1.660
C: 10.95960 -25.96424 -13.05189  1.112
C: 9.93962 -27.06565 -12.79830  -1.113
O: 9.31362 -27.39716 -14.03927  0.604
C: 8.11957 -28.01731 -13.76193  -1.177
N: 10.42174 -24.74371 -13.89237  -0.204
H: 11.11045 -24.01580 -14.01861  0.565
H: 10.06465 -24.94153 -14.81620  -0.421
H: 9.65650 -24.37339 -13.34706  0.505
H: 12.06308 -26.48313 -11.26497  0.412
H: 11.32071 -24.79026 -11.17424  0.418
H: 12.69685 -25.03336 -12.00148  0.391
H: 11.67494 -26.39442 -13.75285  -1.070
H: 9.31282 -26.76583 -11.95846  0.475
H: 10.43245 -27.94442 -12.38240  0.477
H: 7.39296 -27.44372 -13.18647  0.471
H: 8.25425 -29.02732 -13.37483  0.331
H: 7.42505 -27.94778 -14.59914  0.324
C: 13.26372 -27.10269 -21.40737  -0.838
C: 12.20820 -28.16902 -21.01688  -1.090
C: 11.52087 -28.02806 -19.66579  1.036
C: 12.62351 -28.07789 -18.51263  -1.544
N: 12.07652 -27.77609 -17.09869  0.474
C: 13.18410 -28.10872 -15.99334  -0.613
C: 12.45407 -28.13071 -14.66779  -0.655
C: 10.94146 -28.52159 -14.94373  -0.614
C: 10.96803 -28.62423 -16.49715  -0.987
C: 11.68752 -26.28650 -16.88778  -0.164
C: 12.37823 -25.24967 -17.76930  0.072
C: 12.02479 -23.83061 -17.41889  -2.178
H: 13.89509 -27.27325 -22.27937  0.468
H: 14.02265 -27.18519 -20.62935  0.291
H: 12.92909 -26.06743 -21.47333  -0.025
H: 12.67461 -29.15365 -21.04963  0.453
H: 11.44919 -28.14814 -21.79890  0.445
H: 10.92846 -28.93720 -19.56273  0.513
H: 10.91086 -27.13539 -19.52750  -0.862
H: 13.52221 -27.46116 -18.50451  0.557
H: 13.04345 -29.06969 -18.34503  0.552
H: 13.93857 -27.32247 -15.96669  0.362
H: 13.67973 -29.01982 -16.32853  0.549
H: 12.65018 -27.28786 -14.00504  0.333
H: 12.89703 -28.94588 -14.09562  0.568
H: 10.04051 -28.03455 -14.57069  -0.321
H: 10.77061 -29.51850 -14.53744  0.843
H: 10.03999 -28.24086 -16.92127  0.768
H: 11.12678 -29.59024 -16.97645  0.456
H: 11.66265 -26.19870 -15.80161  0.314
H: 10.66342 -26.06149 -17.18557  -1.915
H: 12.10799 -25.37454 -18.81786  -0.330
H: 13.45943 -25.24128 -17.63126  0.480
H: 10.97043 -23.69813 -17.66150  1.124
H: 12.65462 -23.18827 -18.03437  0.734
H: 12.27323 -23.40860 -16.44509  0.235
C: 12.10097 -23.84786 -20.55575  -1.619
C: 10.66614 -24.27391 -20.76533  -0.602
C: 9.64259 -23.66618 -19.75438  0.647
C: 8.11827 -23.73733 -20.23660  -1.468
N: 6.92757 -23.64948 -19.22499  0.980
C: 6.65362 -25.12659 -18.69883  0.673
C: 5.59788 -25.65949 -19.58792  -0.855
C: 5.17037 -24.60675 -20.56881  -0.955
C: 5.58151 -23.30786 -19.84828  -0.638
C: 7.30448 -22.72035 -18.01252  -0.436
C: 7.23533 -21.24550 -18.36455  -0.592
C: 7.51498 -20.31148 -17.18750  -1.425
H: 12.22564 -22.76894 -20.46355  0.476
H: 12.67688 -24.28999 -21.36874  0.464
H: 12.45985 -24.21302 -19.59348  0.629
H: 10.62076 -25.36226 -20.72588  0.283
H: 10.41882 -24.13836 -21.81821  0.613
H: 9.69962 -22.58464 -19.87734  0.743
H: 9.81782 -23.93501 -18.71268  -1.434
H: 7.94048 -24.59498 -20.88541  0.516
H: 7.93253 -22.79181 -20.74611  0.405
H: 6.24239 -24.98127 -17.69990  0.149
H: 7.60362 -25.66068 -18.71774  -0.353
H: 4.70971 -25.94893 -19.02625  0.365
H: 5.96883 -26.55594 -20.08477  0.371
H: 4.15748 -24.77953 -20.93254  0.488
H: 5.74418 -24.65815 -21.49413  0.273
H: 4.88990 -23.12188 -19.02659  0.428
H: 5.83885 -22.53292 -20.57032  0.459
H: 8.29553 -23.09043 -17.74990  0.578
H: 6.56490 -23.01833 -17.26933  0.509
H: 6.23318 -20.92709 -18.65162  0.308
H: 7.81645 -21.10973 -19.27668  0.448
H: 6.84824 -20.49585 -16.34513  0.365
H: 7.49722 -19.23409 -17.35182  0.415
H: 8.42779 -20.65108 -16.69806  0.266
C: 7.96553 -26.49043 -16.17225  0.185
F: 7.46236 -26.36605 -14.95010  -0.318
F: 8.51855 -27.75714 -16.34818  -0.318
F: 6.90908 -26.44100 -16.88132  -0.175
S: 9.21369 -25.05132 -16.62942  1.981
O: 10.34317 -24.97609 -15.67979  -0.203
O: 9.63999 -25.40464 -17.97577  0.537
O: 8.45650 -23.83215 -16.56465  -1.096